{"formula": "C4H13NO2", "method": "ωB97M-V with the def2-TZVPD basis set", "species": ["O", "O", "N", "C", "C", "C", "C", "H", "H", "H", "H", "H", "H", "H", "H", "H", "H", "H", "H", "H"], "positions_angstrom": [[0.27327, 1.96791, 2.49225], [0.89186, 2.83476, -0.72407], [0.47402, -0.39067, 0.34323], [1.84167, -0.56008, -0.14944], [-1.79484, -1.24841, -0.33424], [-1.91544, -0.73230, -1.54834], [-0.38771, -1.55646, 0.20674], [-1.12063, -0.44590, -2.22519], [-0.05302, -2.36513, -0.44993], [-0.04814, 0.39423, 0.00506], [1.99417, -1.49827, -0.65325], [0.86424, 1.30993, 2.12789], [2.56118, -0.50804, 0.66260], [-2.60426, -1.42057, 0.36095], [2.06162, 0.21857, -0.88302], [0.02201, 3.12414, -0.43992], [-0.59629, 1.63641, 2.51770], [-0.50976, -2.02298, 1.18748], [0.95029, 1.90269, -0.50392], [-2.90425, -0.63982, -1.99259]], "forces_ev_per_a": [[1.530, 1.430, 0.231], [0.166, 0.088, -0.336], [-0.001, -0.978, -0.094], [-0.316, 0.993, -0.024], [1.715, 0.572, 0.233], [-1.407, -0.213, -0.283], [-1.387, -0.459, 0.704], [0.382, -0.266, 0.273], [0.750, 0.318, -0.084], [0.249, 0.301, -0.463], [-0.157, -0.510, -0.211], [-0.271, -0.498, -0.137], [0.171, 0.083, 0.080], [-0.360, -0.193, -0.405], [0.301, 0.015, 0.049], [-0.049, -0.039, 0.186], [-1.363, -0.973, -0.063], [0.029, -0.129, 0.051], [-0.015, 0.119, 0.116], [0.033, 0.338, 0.176]], "smiles": "C=CCNC.O.O", "molar_mass_g_mol": 107.15, "e_tot_ev": -9942.282, "de_lowest_kcal_mol": 44.2}